DFT (wB97M-V/def2-TZVPD) results for a molecular structure, C63H68F9NOSi2 at a distorted geometry.

Last column: Mulliken charge in e.
Atoms and positions in Å:
C  1.50817  1.25896  -3.56989  -0.324
C  1.65864  -0.04160  -4.48333  -0.443
C  0.76679  -1.25937  -3.92948  -0.387
C  0.01476  -2.01406  -5.11240  -1.010
C  -1.51617  -1.55759  -5.28109  -0.327
C  -1.66406  -0.51733  -6.48494  -0.688
C  -2.71316  0.64477  -6.22755  -0.386
Si  -2.20769  1.93417  -4.92262  -0.007
C  -2.25853  1.32236  -3.11471  0.328
C  -3.72338  1.00939  -2.65660  -0.670
N  -4.01724  0.09543  -1.78222  -0.533
O  -0.70343  2.62418  -5.39586  -0.193
Si  -0.83933  4.35340  -5.50826  0.551
H  0.50521  1.25849  -3.04823  -0.035
H  2.32070  1.35932  -2.78976  0.156
H  1.56793  2.19582  -4.20221  0.051
H  1.38989  0.19062  -5.55538  0.166
H  2.73224  -0.36097  -4.41053  0.392
H  1.47634  -1.99799  -3.46545  0.394
H  0.07774  -0.90094  -3.11638  0.162
H  0.03733  -3.11541  -4.87028  0.422
H  0.56294  -1.79000  -6.07283  0.398
H  -2.06406  -2.50551  -5.57655  0.376
H  -1.97711  -1.21078  -4.31926  0.171
H  -2.07438  -1.12389  -7.35243  0.363
H  -0.66075  -0.13957  -6.84761  0.192
H  -3.75987  0.24831  -6.03637  0.436
H  -2.80057  1.21350  -7.21054  0.158
H  -3.20755  3.02903  -5.00285  -0.226
H  -1.59234  0.44931  -2.88902  -0.238
H  -1.90621  2.18789  -2.46990  0.574
H  -4.54224  1.61352  -3.14937  0.454
H  -5.04354  0.09721  -1.65451  0.222
H  -1.26392  4.73225  -6.87526  -0.173
H  -1.80247  4.91875  -4.55952  -0.159
H  0.45576  5.00940  -5.29518  -0.183
F  -5.35190  -0.61671  1.31944  -0.379
C  -4.27577  -1.34393  1.68304  0.307
C  -4.22918  -1.89914  2.95079  -0.452
C  -3.12159  -2.65291  3.32401  -0.384
C  -2.07183  -2.83252  2.42947  -0.453
C  -2.12978  -2.26506  1.16054  -0.786
C  -3.24043  -1.52025  0.78138  -0.492
H  -5.05365  -1.74107  3.63654  0.451
H  -3.07638  -3.09749  4.30762  0.682
H  -1.20659  -3.41691  2.72335  0.410
H  -1.30912  -2.40251  0.46605  0.472
H  -3.30637  -1.07762  -0.20639  0.813
F  -1.71581  -4.32836  5.40877  -0.263
C  -0.50956  -4.92355  5.46553  0.137
C  -0.42278  -6.29866  5.33349  -0.426
C  0.82454  -6.90950  5.38661  -0.497
C  1.96735  -6.13959  5.58113  -0.614
C  1.86505  -4.75941  5.71702  0.151
C  0.61981  -4.14630  5.65363  -0.200
H  -1.32424  -6.88197  5.19052  0.366
H  0.90585  -7.98425  5.27689  0.378
H  2.93918  -6.61763  5.62623  0.395
H  2.75292  -4.16238  5.87184  0.097
H  0.52142  -3.07157  5.74840  0.439
F  -5.00439  3.97623  -2.85450  -0.202
C  -5.40813  4.29263  -1.60979  0.506
C  -5.40882  3.31747  -0.62613  -0.166
C  -5.82124  3.64826  0.65921  -0.504
C  -6.23748  4.94520  0.94307  -0.630
C  -6.23648  5.91343  -0.05517  -0.437
C  -5.81430  5.58779  -1.33845  -0.519
H  -5.08948  2.31233  -0.86596  0.191
H  -5.81876  2.89529  1.43869  0.491
H  -6.56305  5.20062  1.94508  0.392
H  -6.56463  6.92205  0.16598  0.366
H  -5.79860  6.33106  -2.12612  0.423
F  3.94328  2.56626  -1.77456  -0.371
C  3.49673  2.85210  -0.53944  0.312
C  3.44036  1.84677  0.41073  -0.211
C  2.97961  2.14282  1.68811  -0.618
C  2.57131  3.43677  1.99652  -0.456
C  2.62941  4.43642  1.03129  -0.513
C  3.10013  4.14482  -0.24339  -0.432
H  3.75387  0.84345  0.14895  0.456
H  2.93724  1.36568  2.44211  0.470
H  2.20785  3.66495  2.99023  0.533
H  2.30705  5.44272  1.27138  0.382
H  3.15959  4.91202  -1.00569  0.435
F  -1.98805  -0.27377  -12.33921  -0.319
C  -1.14881  0.37441  -11.51478  0.361
C  0.21735  0.24590  -11.69864  -0.438
C  1.08508  0.92075  -10.84823  -0.341
C  0.57724  1.70688  -9.81862  -0.628
C  -0.79709  1.82357  -9.64199  -0.189
C  -1.66659  1.15813  -10.49791  -0.496
H  0.59393  -0.37706  -12.50061  0.412
H  2.15601  0.83360  -10.98724  0.377
H  1.25522  2.22923  -9.15314  0.413
H  -1.19138  2.43294  -8.83672  0.430
H  -2.74002  1.24423  -10.38068  0.412
F  0.75730  3.61186  4.71959  -0.317
C  -0.56883  3.72741  4.51949  0.355
C  -1.30563  4.58038  5.32305  -0.453
C  -2.67382  4.70202  5.11096  -0.416
C  -3.28956  3.96222  4.10591  -0.461
C  -2.53826  3.10529  3.30900  -0.387
C  -1.16840  2.99039  3.51250  -0.392
H  -0.80988  5.14189  6.10548  0.414
H  -3.25973  5.37214  5.72859  0.360
H  -4.35755  4.05499  3.94440  0.365
H  -3.01927  2.52656  2.52912  0.479
H  -0.56567  2.33464  2.89579  0.458
F  4.38359  -3.25501  4.57510  -0.312
C  5.20999  -2.57167  5.38777  0.398
C  6.57653  -2.63414  5.17461  -0.577
C  7.42934  -1.92365  6.01095  -0.345
C  6.90579  -1.16851  7.05627  -0.528
C  5.53156  -1.11821  7.26264  -0.472
C  4.67678  -1.81928  6.42043  -0.315
H  6.96518  -3.23379  4.36060  0.416
H  8.49915  -1.95840  5.84962  0.501
H  7.57241  -0.61810  7.71089  0.452
H  5.12559  -0.53306  8.07932  0.366
H  3.60307  -1.78452  6.56060  0.429
F  10.15277  -0.78074  5.52438  -0.328
C  10.04180  0.26022  4.67726  0.371
C  10.74852  0.24454  3.48723  -0.442
C  10.62939  1.31664  2.61113  -0.375
C  9.81401  2.39498  2.94003  -0.473
C  9.11331  2.40000  4.14110  -0.463
C  9.22279  1.32401  5.01357  -0.158
H  11.38451  -0.60021  3.25237  0.413
H  11.17178  1.31211  1.67335  0.356
H  9.72526  3.23247  2.25765  0.382
H  8.48166  3.24192  4.39806  0.367
H  8.67757  1.30655  5.94921  0.349
F  -4.32897  -8.83411  2.54070  -0.309
C  -4.86079  -7.61129  2.36889  0.307
C  -5.79865  -7.41319  1.37007  -0.422
C  -6.35140  -6.14974  1.19647  -0.434
C  -5.95242  -5.09835  2.01592  -0.501
C  -5.00606  -5.30991  3.01211  -0.258
C  -4.46023  -6.57471  3.19425  -0.363
H  -6.09058  -8.24201  0.73683  0.410
H  -7.09177  -5.98451  0.42283  0.370
H  -6.38089  -4.11204  1.87657  0.412
H  -4.69460  -4.49233  3.64469  0.335
H  -3.72816  -6.75955  3.97084  0.414

Cartesian forces (eV/Å) of the 3 atoms listed first:
C 0.092 0.251 -0.314
C -0.314 0.193 1.181
C 0.871 0.026 -0.909

Values from the calculation:
Energy above the lowest of the compared OMol25 structures with the same formula, charge and spin ... 33.12 kcal per mole
Total charge ... 0
Highest occupied orbital energy ... -8.99 eV
Kohn-Sham gap ... 9.383 eV